Entry 1:
{
  "formula": "C65H145F2NO7P4S2",
  "method": "ωB97M-V/def2-TZVPD",
  "symbols": ["C", "C", "C", "C", "P", "C", "C", "C", "C", "C", "C", "C", "C", "C", "C", "C", "C", "H", "H", "H", "H", "H", "H", "H", "H", "H", "H", "H", "H", "H", "H", "H", "H", "H", "H", "H", "H", "H", "H", "H", "H", "H", "H", "H", "H", "H", "H", "H", "H", "H", "H", "H", "H", "C", "C", "C", "C", "P", "C", "C", "C", "C", "C", "C", "C", "C", "C", "C", "C", "C", "H", "H", "H", "H", "H", "H", "H", "H", "H", "H", "H", "H", "H", "H", "H", "H", "H", "H", "H", "H", "H", "H", "H", "H", "H", "H", "H", "H", "H", "H", "H", "H", "H", "H", "H", "H", "C", "C", "C", "C", "P", "C", "C", "C", "C", "C", "C", "C", "C", "C", "C", "C", "C", "H", "H", "H", "H", "H", "H", "H", "H", "H", "H", "H", "H", "H", "H", "H", "H", "H", "H", "H", "H", "H", "H", "H", "H", "H", "H", "H", "H", "H", "H", "H", "H", "H", "H", "H", "H", "C", "C", "C", "C", "P", "C", "C", "C", "C", "C", "C", "C", "C", "C", "C", "C", "C", "H", "H", "H", "H", "H", "H", "H", "H", "H", "H", "H", "H", "H", "H", "H", "H", "H", "H", "H", "H", "H", "H", "H", "H", "H", "H", "H", "H", "H", "H", "H", "H", "H", "H", "H", "H", "O", "C", "O", "O", "H", "N", "S", "O", "O", "F", "S", "O", "O", "F"],
  "coordinates": [[6.11, 8.92, 6.63], [5.03, 8.22, 5.85], [3.80, 7.98, 6.76], [2.54, 7.55, 5.92], [0.94, 7.27, 6.71], [1.28, 6.02, 7.93], [1.36, 6.54, 9.34], [1.31, 5.36, 10.38], [0.97, 5.90, 11.77], [-0.05, 6.57, 5.38], [-1.44, 7.16, 5.03], [-2.45, 6.13, 4.50], [-2.14, 5.59, 3.14], [0.27, 8.92, 7.40], [0.02, 10.04, 6.33], [-0.75, 11.31, 6.87], [-1.43, 12.31, 5.90], [5.68, 9.82, 7.08], [6.92, 9.17, 5.94], [6.50, 8.29, 7.43], [5.44, 7.28, 5.47], [4.71, 8.87, 5.04], [3.47, 8.89, 7.26], [4.07, 7.28, 7.54], [3.02, 6.74, 5.36], [2.26, 8.31, 5.19], [2.11, 5.35, 7.70], [0.38, 5.41, 7.92], [0.55, 7.23, 9.55], [2.35, 7.00, 9.37], [2.21, 4.74, 10.31], [0.42, 4.74, 10.23], [0.07, 6.53, 11.79], [1.67, 6.71, 11.99], [0.79, 5.14, 12.52], [-0.24, 5.53, 5.66], [0.52, 6.45, 4.46], [-1.44, 7.99, 4.32], [-1.92, 7.64, 5.88], [-3.44, 6.58, 4.56], [-2.50, 5.33, 5.24], [-1.96, 6.40, 2.43], [-3.03, 5.11, 2.73], [-1.29, 4.92, 3.17], [1.05, 9.22, 8.09], [-0.65, 8.72, 7.95], [-0.59, 9.60, 5.54], [0.98, 10.39, 5.95], [-0.14, 11.90, 7.55], [-1.57, 10.98, 7.52], [-2.25, 12.78, 6.43], [-1.89, 11.83, 5.03], [-0.82, 13.06, 5.39], [6.98, -4.33, 2.62], [6.41, -3.06, 1.96], [7.47, -2.48, 1.01], [8.47, -1.52, 1.70], [8.83, -0.05, 0.84], [9.48, -0.35, -0.90], [10.59, -1.43, -0.91], [10.86, -1.98, -2.35], [9.84, -2.89, -2.97], [7.24, 0.91, 0.72], [7.44, 1.93, -0.41], [6.30, 2.94, -0.65], [4.88, 2.25, -0.86], [10.07, 1.08, 1.68], [10.97, 2.06, 0.86], [11.97, 2.77, 1.76], [12.99, 3.61, 1.06], [6.31, -4.78, 3.35], [7.93, -4.19, 3.14], [7.23, -5.14, 1.93], [6.18, -2.41, 2.80], [5.49, -3.14, 1.39], [6.98, -1.92, 0.21], [8.01, -3.24, 0.45], [9.43, -2.01, 1.90], [8.15, -1.07, 2.64], [9.72, 0.52, -1.50], [8.62, -0.78, -1.42], [10.40, -2.36, -0.36], [11.52, -1.03, -0.52], [11.81, -2.47, -2.57], [11.10, -1.14, -3.00], [10.22, -3.67, -3.64], [8.98, -2.48, -3.50], [9.21, -3.37, -2.22], [7.01, 1.40, 1.67], [6.50, 0.17, 0.44], [7.74, 1.47, -1.35], [8.32, 2.50, -0.11], [6.52, 3.48, -1.57], [6.30, 3.66, 0.16], [4.04, 2.94, -0.79], [4.57, 1.46, -0.18], [4.92, 1.86, -1.87], [10.77, 0.43, 2.21], [9.65, 1.65, 2.50], [10.33, 2.70, 0.24], [11.47, 1.40, 0.15], [12.36, 2.04, 2.47], [11.39, 3.39, 2.44], [12.50, 4.33, 0.39], [13.54, 2.94, 0.40], [13.63, 4.19, 1.73], [1.21, -2.42, -15.71], [0.13, -3.49, -15.63], [0.01, -4.06, -14.22], [-0.71, -3.00, -13.27], [-2.36, -3.54, -12.67], [-3.02, -2.35, -11.42], [-4.51, -2.32, -10.99], [-4.95, -0.99, -10.43], [-4.48, -0.79, -8.99], [-3.44, -3.84, -14.15], [-3.63, -2.55, -15.08], [-4.49, -1.34, -14.66], [-4.66, -0.30, -15.76], [-2.19, -5.14, -11.77], [-3.42, -5.99, -11.23], [-2.87, -7.18, -10.33], [-1.97, -8.13, -11.17], [1.51, -2.05, -16.69], [2.19, -2.78, -15.37], [0.88, -1.53, -15.18], [0.52, -4.20, -16.36], [-0.79, -3.08, -16.05], [0.99, -4.26, -13.79], [-0.57, -4.98, -14.28], [-0.55, -1.95, -13.48], [-0.13, -3.05, -12.34], [-2.86, -1.41, -11.95], [-2.30, -2.36, -10.60], [-4.76, -3.12, -10.29], [-5.07, -2.62, -11.88], [-6.04, -0.99, -10.41], [-4.68, -0.09, -10.98], [-3.45, -1.14, -8.92], [-4.87, -1.47, -8.22], [-4.47, 0.26, -8.70], [-4.40, -4.29, -13.89], [-3.14, -4.75, -14.68], [-4.16, -2.82, -16.00], [-2.64, -2.16, -15.32], [-3.99, -0.86, -13.82], [-5.39, -1.81, -14.27], [-4.90, -0.64, -16.77], [-3.78, 0.31, -15.97], [-5.47, 0.39, -15.52], [-1.67, -4.78, -10.88], [-1.58, -5.79, -12.39], [-4.05, -6.27, -12.07], [-4.05, -5.39, -10.58], [-3.72, -7.72, -9.92], [-2.33, -6.82, -9.46], [-1.98, -9.16, -10.82], [-0.93, -7.86, -11.03], [-2.09, -8.27, -12.25], [-10.04, -1.66, 3.45], [-9.97, -1.78, 5.01], [-8.70, -2.58, 5.47], [-8.31, -2.35, 7.02], [-7.64, -3.84, 7.88], [-5.96, -4.26, 7.37], [-5.73, -4.54, 5.88], [-4.41, -4.13, 5.30], [-4.07, -2.59, 5.48], [-8.60, -5.31, 7.53], [-10.01, -5.34, 8.15], [-11.03, -6.27, 7.46], [-10.61, -7.78, 7.66], [-7.63, -3.54, 9.72], [-6.72, -4.44, 10.49], [-5.35, -3.78, 10.86], [-5.43, -2.63, 11.87], [-9.17, -1.15, 3.03], [-10.88, -1.00, 3.21], [-10.16, -2.64, 2.99], [-10.93, -2.11, 5.40], [-9.86, -0.81, 5.49], [-7.90, -2.35, 4.77], [-8.97, -3.63, 5.33], [-9.26, -2.08, 7.50], [-7.70, -1.47, 7.19], [-5.56, -5.12, 7.92], [-5.46, -3.34, 7.65], [-6.48, -4.08, 5.23], [-5.80, -5.62, 5.83], [-4.38, -4.52, 4.28], [-3.65, -4.67, 5.87], [-4.85, -1.97, 5.02], [-3.17, -2.30, 4.94], [-3.74, -2.38, 6.50], [-8.06, -6.16, 7.95], [-8.53, -5.37, 6.44], [-10.40, -4.33, 8.01], [-10.08, -5.44, 9.23], [-11.09, -5.99, 6.41], [-11.97, -6.14, 7.98], [-9.58, -7.78, 7.31], [-11.19, -8.47, 7.03], [-10.84, -8.06, 8.69], [-8.67, -3.47, 10.04], [-7.48, -2.46, 9.65], [-6.59, -5.39, 9.98], [-7.20, -4.87, 11.37], [-4.71, -3.43, 10.05], [-4.61, -4.47, 11.27], [-6.05, -1.85, 11.43], [-4.47, -2.15, 12.04], [-5.82, -3.03, 12.81], [2.25, 1.32, -8.75], [3.46, 1.80, -8.81], [3.93, 2.56, -9.67], [4.48, 1.30, -8.31], [2.25, 0.72, -7.99], [1.27, -2.99, -5.54], [0.50, -3.47, -4.41], [1.23, -3.73, -3.17], [-0.70, -4.23, -4.67], [-0.19, -2.00, -4.06], [2.32, -4.30, -5.53], [1.90, -5.63, -5.92], [3.44, -4.15, -4.64], [2.97, -3.91, -6.97]],
  "e_above_lowest_kcal_mol": 241.2,
  "e_tot_ha": -5505.70678,
  "total_charge": 2,
  "spin_multiplicity": 1
}


Entry 2:
{
  "formula": "C34H39N5O4P2Pb",
  "method": "ωB97M-V/def2-TZVPD",
  "symbols": ["Pb", "C", "C", "C", "C", "C", "C", "C", "C", "C", "H", "H", "H", "H", "H", "H", "H", "H", "H", "H", "H", "H", "H", "H", "H", "P", "P", "N", "N", "N", "N", "C", "C", "C", "C", "C", "C", "C", "C", "C", "C", "C", "C", "C", "C", "C", "C", "C", "C", "H", "H", "H", "H", "H", "H", "H", "H", "H", "H", "H", "H", "H", "H", "H", "H", "H", "H", "H", "H", "O", "C", "O", "C", "C", "C", "C", "C", "C", "N", "O", "O", "H", "H", "H", "H"],
  "coordinates": [[1.33, 2.01, 0.28], [-1.60, -1.41, -1.99], [-2.06, -0.22, -2.41], [-3.16, 0.66, -1.88], [-2.95, 1.39, -0.53], [-2.77, 0.53, 0.67], [-2.83, -0.81, 0.75], [-3.43, -1.77, -0.21], [-2.29, -2.37, -1.08], [0.87, 0.83, 2.13], [-0.74, -1.82, -2.52], [-1.55, 0.21, -3.29], [-4.14, 0.16, -1.91], [-3.18, 1.47, -2.64], [-2.05, 2.02, -0.64], [-3.79, 2.10, -0.38], [-2.45, 1.08, 1.57], [-2.29, -1.29, 1.57], [-4.20, -1.34, -0.85], [-3.89, -2.61, 0.34], [-1.54, -2.84, -0.43], [-2.71, -3.15, -1.72], [1.50, -0.07, 2.15], [-0.19, 0.55, 2.14], [1.05, 1.49, 2.99], [-6.38, 5.09, -0.05], [-5.29, 5.00, -3.24], [-7.44, 4.09, 0.98], [-6.89, 6.63, 0.70], [-6.00, 3.52, -3.86], [-5.07, 5.74, -4.84], [-7.55, 5.17, -1.51], [-6.91, 5.79, -2.77], [-6.97, 2.94, 1.63], [-8.04, 2.33, 2.28], [-9.20, 3.13, 2.05], [-8.81, 4.20, 1.25], [-5.97, 7.51, 1.30], [-6.65, 8.63, 1.76], [-8.04, 8.45, 1.45], [-8.15, 7.23, 0.78], [-5.46, 2.30, -3.49], [-6.25, 1.27, -3.98], [-7.36, 1.89, -4.65], [-7.20, 3.27, -4.54], [-5.86, 5.70, -5.99], [-5.42, 6.66, -6.89], [-4.29, 7.32, -6.28], [-4.09, 6.73, -5.04], [-8.47, 5.71, -1.27], [-7.84, 4.14, -1.72], [-7.61, 5.76, -3.61], [-6.68, 6.85, -2.58], [-5.93, 2.66, 1.53], [-8.00, 1.41, 2.84], [-10.20, 2.96, 2.42], [-9.41, 4.99, 0.82], [-4.93, 7.25, 1.31], [-6.22, 9.49, 2.25], [-8.86, 9.11, 1.70], [-9.03, 6.78, 0.34], [-4.57, 2.31, -2.89], [-6.06, 0.22, -3.88], [-8.16, 1.38, -5.17], [-7.85, 4.07, -4.87], [-6.67, 4.99, -6.10], [-5.86, 6.88, -7.85], [-3.72, 8.13, -6.72], [-3.36, 6.93, -4.28], [1.18, -1.07, -0.43], [2.35, -0.66, -0.57], [2.67, 0.58, -0.89], [3.55, -1.54, -0.30], [4.86, -1.01, -0.36], [5.97, -1.83, -0.15], [5.76, -3.20, 0.15], [4.45, -3.73, 0.23], [3.36, -2.90, 0.02], [6.86, -4.05, 0.41], [8.02, -3.57, 0.38], [6.62, -5.26, 0.67], [5.02, 0.04, -0.58], [6.98, -1.42, -0.21], [4.33, -4.79, 0.48], [2.34, -3.28, 0.09]],
  "e_above_lowest_kcal_mol": 0.0,
  "e_tot_ha": -2769.09399,
  "spin_multiplicity": 1
}


Entry 3:
{
  "formula": "C6H12O2",
  "method": "ωB97M-V/def2-TZVPD",
  "symbols": ["C", "C", "C", "C", "C", "C", "O", "O", "H", "H", "H", "H", "H", "H", "H", "H", "H", "H", "H", "H"],
  "coordinates": [[2.37, 0.61, 1.60], [1.62, 0.28, 0.23], [2.02, 1.35, -0.71], [0.04, 0.47, 0.65], [-0.80, 0.37, -0.67], [-1.60, -0.89, -0.56], [-1.16, -2.04, -0.63], [-2.92, -0.54, -0.14], [3.26, 1.21, 1.59], [1.76, 1.05, 2.38], [2.61, -0.35, 2.13], [1.91, -0.75, -0.10], [1.95, 0.95, -1.71], [3.10, 1.67, -0.65], [1.29, 2.22, -0.71], [-0.32, -0.27, 1.34], [0.09, 1.55, 1.12], [-1.38, 1.24, -0.84], [-0.23, 0.43, -1.76], [-3.29, -1.41, 0.16]],
  "e_above_lowest_kcal_mol": 41.9,
  "e_tot_ha": -386.25342,
  "smiles": "CC(C)CCC(=O)O",
  "spin_multiplicity": 1
}


Entry 4:
{
  "formula": "C4H2NO3",
  "method": "ωB97M-V/def2-TZVPD",
  "symbols": ["O", "C", "O", "C", "N", "C", "C", "O", "H", "H"],
  "coordinates": [[-0.74, -1.19, -2.67], [-1.01, -0.73, -1.59], [-2.26, -0.39, -1.20], [-0.14, -0.37, -0.45], [0.01, -1.01, 0.68], [0.60, -0.07, 1.45], [0.85, 1.07, 0.80], [0.39, 0.85, -0.51], [1.00, -0.21, 2.57], [1.29, 2.03, 0.93]],
  "e_above_lowest_kcal_mol": 22.2,
  "e_tot_ha": -434.12926,
  "total_charge": -1,
  "smiles": "O=C([O-])c1ncco1",
  "spin_multiplicity": 1
}


Entry 5:
{
  "formula": "C28H56Cl28",
  "method": "ωB97M-V/def2-TZVPD",
  "symbols": ["Cl", "C", "C", "Cl", "H", "H", "H", "H", "Cl", "C", "C", "Cl", "H", "H", "H", "H", "Cl", "C", "C", "Cl", "H", "H", "H", "H", "Cl", "C", "C", "Cl", "H", "H", "H", "H", "Cl", "C", "C", "Cl", "H", "H", "H", "H", "Cl", "C", "C", "Cl", "H", "H", "H", "H", "Cl", "C", "C", "Cl", "H", "H", "H", "H", "Cl", "C", "C", "Cl", "H", "H", "H", "H", "Cl", "C", "C", "Cl", "H", "H", "H", "H", "Cl", "C", "C", "Cl", "H", "H", "H", "H", "Cl", "C", "C", "Cl", "H", "H", "H", "H", "Cl", "C", "C", "Cl", "H", "H", "H", "H", "Cl", "C", "C", "Cl", "H", "H", "H", "H", "Cl", "C", "C", "Cl", "H", "H", "H", "H"],
  "coordinates": [[13.41, 20.19, 12.04], [13.30, 19.06, 13.39], [14.59, 18.33, 13.57], [15.15, 17.50, 12.10], [12.54, 18.30, 13.09], [13.03, 19.71, 14.22], [14.41, 17.57, 14.33], [15.43, 18.89, 13.92], [16.71, 18.52, 6.29], [15.63, 18.90, 7.58], [15.78, 18.06, 8.79], [15.27, 16.43, 8.62], [14.61, 18.64, 7.11], [15.74, 19.92, 7.84], [15.20, 18.55, 9.58], [16.82, 17.97, 9.11], [19.16, 15.07, 9.16], [19.42, 15.04, 7.43], [18.59, 13.93, 6.74], [19.35, 12.28, 6.79], [20.48, 15.03, 7.18], [19.02, 16.01, 7.10], [18.56, 14.11, 5.67], [17.56, 13.78, 7.11], [8.30, 14.94, 15.23], [9.08, 14.12, 13.86], [10.12, 13.19, 14.45], [11.38, 14.11, 15.37], [9.65, 14.85, 13.29], [8.30, 13.61, 13.28], [10.66, 12.64, 13.69], [9.68, 12.50, 15.14], [16.96, 11.64, 9.27], [15.98, 11.12, 7.81], [14.56, 11.61, 7.96], [14.28, 13.33, 7.72], [15.97, 10.03, 7.77], [16.59, 11.45, 6.92], [14.10, 11.33, 8.91], [13.96, 11.08, 7.23], [22.64, 12.93, 8.66], [21.81, 13.02, 10.24], [20.67, 12.05, 10.37], [21.23, 10.39, 10.38], [21.59, 14.08, 10.37], [22.54, 12.94, 11.03], [19.89, 12.12, 9.59], [20.18, 12.26, 11.31], [16.88, 7.72, 8.70], [17.87, 8.10, 10.13], [17.16, 8.55, 11.39], [16.14, 7.33, 12.22], [18.46, 8.93, 9.79], [18.59, 7.31, 10.33], [16.60, 9.45, 11.30], [17.95, 8.69, 12.21], [16.22, 12.14, 12.70], [15.29, 13.61, 12.50], [14.26, 13.57, 11.44], [13.00, 12.32, 11.65], [16.00, 14.34, 12.19], [14.91, 13.91, 13.48], [14.75, 13.46, 10.47], [13.80, 14.52, 11.61], [9.46, 13.46, 8.28], [10.80, 12.37, 7.77], [10.27, 11.01, 7.36], [11.50, 10.23, 6.35], [11.45, 12.32, 8.60], [11.25, 12.85, 6.90], [9.39, 11.05, 6.74], [10.08, 10.42, 8.19], [11.00, 17.42, 11.16], [11.77, 16.84, 9.48], [11.63, 17.96, 8.44], [10.03, 18.23, 7.77], [11.28, 15.95, 9.10], [12.80, 16.69, 9.88], [12.29, 17.82, 7.59], [11.96, 18.82, 9.00], [11.02, 9.15, 15.03], [12.12, 10.04, 13.98], [13.41, 9.22, 13.97], [14.34, 9.39, 15.46], [12.24, 11.08, 14.42], [11.72, 9.97, 12.99], [14.05, 9.40, 13.20], [13.11, 8.18, 13.87], [20.40, 11.65, 14.30], [20.91, 13.40, 14.15], [19.67, 14.17, 14.34], [19.94, 15.91, 14.22], [21.24, 13.41, 13.13], [21.70, 13.64, 14.80], [19.28, 13.89, 15.31], [18.88, 14.02, 13.61], [12.62, 8.26, 10.27], [11.39, 7.30, 9.36], [10.17, 7.12, 10.20], [9.35, 8.73, 10.32], [11.86, 6.30, 9.25], [11.17, 7.72, 8.40], [10.26, 6.67, 11.20], [9.56, 6.45, 9.65], [16.39, 15.19, 15.26], [15.32, 14.27, 16.34], [15.74, 12.87, 16.53], [17.43, 12.83, 17.00], [14.30, 14.36, 15.94], [15.37, 14.72, 17.31], [15.60, 12.17, 15.74], [15.24, 12.55, 17.38]],
  "e_above_lowest_kcal_mol": 0.0,
  "e_tot_ha": -13985.86620,
  "spin_multiplicity": 1
}


Entry 6:
{
  "formula": "CH4IPS",
  "method": "ωB97M-V/def2-TZVPD",
  "symbols": ["C", "P", "S", "I", "H", "H", "H", "H"],
  "coordinates": [[-0.12, 0.38, -0.25], [0.38, 0.48, 1.50], [-0.45, -1.83, -0.60], [-2.15, 1.30, -0.37], [0.39, 0.65, -1.08], [1.19, -0.74, 1.50], [1.62, 1.30, 1.16], [-0.87, -1.54, -1.85]],
  "e_above_lowest_kcal_mol": 70.1,
  "e_tot_ha": -1077.64444,
  "spin_multiplicity": 1
}


Entry 7:
{
  "formula": "C13H19ClN2OSi",
  "method": "ωB97M-V/def2-TZVPD",
  "symbols": ["C", "Si", "C", "C", "C", "C", "C", "O", "C", "N", "N", "C", "C", "C", "C", "C", "Cl", "C", "H", "H", "H", "H", "H", "H", "H", "H", "H", "H", "H", "H", "H", "H", "H", "H", "H", "H", "H"],
  "coordinates": [[-1.07, -2.85, -1.05], [-0.34, -1.80, 0.31], [0.38, -3.04, 1.44], [-1.73, -0.96, 1.33], [-1.56, 0.46, 1.78], [-1.86, 1.49, 0.70], [-1.43, 2.94, 1.06], [-0.92, 3.46, -0.14], [-0.82, 2.37, -1.00], [-0.24, 2.53, -2.23], [-1.28, 1.25, -0.55], [0.98, -0.68, -0.32], [1.71, 0.03, 0.62], [2.78, 0.80, 0.19], [3.20, 0.81, -1.11], [2.45, 0.07, -2.05], [3.12, -0.13, -3.61], [1.38, -0.70, -1.65], [-0.27, -3.38, -1.55], [-1.61, -2.23, -1.74], [-1.76, -3.56, -0.61], [-0.36, -3.75, 1.72], [0.80, -2.57, 2.33], [1.19, -3.57, 0.83], [-1.87, -1.60, 2.19], [-2.65, -1.11, 0.75], [-2.19, 0.68, 2.68], [-0.54, 0.65, 2.11], [-2.96, 1.47, 0.54], [-0.60, 2.99, 1.81], [-2.27, 3.56, 1.44], [0.23, 1.70, -2.64], [0.24, 3.38, -2.42], [1.48, -0.03, 1.68], [3.41, 1.25, 0.96], [4.14, 1.27, -1.39], [0.82, -1.19, -2.43]],
  "e_above_lowest_kcal_mol": 0.0,
  "e_tot_ha": -1441.22930,
  "smiles": "C[Si](C)(CC[C@H]1COC(N)=N1)c1cccc(Cl)c1",
  "spin_multiplicity": 1
}